(1)
{"formula": "C5H10O", "method": "ωB97M-V with the def2-TZVPD basis set", "orbital_gap_ev": 10.73, "e_lumo_ev": 1.1, "species": ["C", "C", "C", "O", "C", "C", "H", "H", "H", "H", "H", "H", "H", "H", "H", "H"], "positions_angstrom": [[-2.2290, -0.8862, -0.0931], [-1.7541, 0.2916, 0.3391], [-0.5187, 1.0709, 0.0252], [0.4394, 0.3788, -0.7498], [1.0896, -0.6736, 0.0168], [2.4844, -0.1305, 0.3066], [-1.7089, -1.5552, -0.7758], [-3.2784, -1.1311, 0.4331], [-2.3826, 0.7657, 1.0827], [-0.0041, 1.6788, 0.8058], [-0.8787, 1.8283, -0.6592], [0.7037, -0.8785, 1.0617], [1.1543, -1.6700, -0.4639], [2.3827, 0.9265, 0.6863], [2.9226, -0.9343, 0.9717], [3.1410, -0.0935, -0.7104]], "atomic_forces_ev_per_a": [[-1.720, 0.640, 1.743], [-0.205, -0.680, 0.936], [0.283, 0.291, -1.294], [-0.330, -1.799, 0.783], [0.946, 0.807, 0.951], [1.454, -0.790, -2.037], [-0.335, 0.097, 0.121], [2.567, -0.015, -1.743], [-0.063, 0.342, 0.010], [-0.652, -0.871, 0.260], [-0.087, 0.541, -0.277], [-0.606, 0.511, -1.295], [-0.401, 0.778, -0.329], [0.473, -1.351, 0.059], [0.177, 1.504, -0.306], [-1.501, -0.007, 2.420]]}

=====

(2)
{"formula": "C5H10O", "method": "ωB97M-V with the def2-TZVPD basis set", "orbital_gap_ev": 11.12, "e_lumo_ev": 1.1, "species": ["C", "C", "C", "O", "C", "C", "H", "H", "H", "H", "H", "H", "H", "H", "H", "H"], "positions_angstrom": [[1.6479, 0.2968, -0.8712], [0.8955, 1.0340, 0.2419], [0.2228, -0.0028, 1.1039], [-1.0481, 0.1730, 1.7091], [-0.9212, -0.8052, 0.6704], [-1.8275, -0.5417, -0.5022], [2.2348, -0.5353, -0.4618], [2.3330, 0.9539, -1.4134], [0.9418, -0.1312, -1.5921], [1.5926, 1.6183, 0.8547], [0.1640, 1.7339, -0.1740], [0.9127, -0.5107, 1.7831], [-0.8914, -1.8500, 0.9877], [-1.8870, 0.5292, -0.7115], [-2.8295, -0.8794, -0.2145], [-1.5405, -1.0827, -1.4101]], "atomic_forces_ev_per_a": [[0.042, -0.007, -0.089], [-0.081, 0.074, 0.033], [0.319, -0.115, -0.127], [-0.058, -0.005, 0.220], [-0.115, -0.198, -0.096], [0.009, 0.049, -0.022], [-0.056, 0.177, -0.043], [-0.095, -0.045, 0.064], [0.118, 0.075, 0.113], [-0.124, -0.047, -0.104], [0.058, -0.112, 0.045], [0.028, -0.009, -0.190], [-0.261, 0.171, 0.211], [0.071, -0.145, -0.047], [0.085, 0.083, -0.136], [0.061, 0.054, 0.168]]}

=====

(3)
{"formula": "C5H10O", "method": "ωB97M-V with the def2-TZVPD basis set", "orbital_gap_ev": 9.46, "e_lumo_ev": 1.1, "species": ["C", "C", "C", "C", "C", "O", "H", "H", "H", "H", "H", "H", "H", "H", "H", "H"], "positions_angstrom": [[-1.6721, 0.9371, 0.2575], [-1.6005, -0.5681, 0.5111], [-0.1651, -1.0329, 0.8096], [0.6556, -0.7850, -0.4308], [2.4637, 0.4680, -1.1779], [1.6237, 0.0319, -0.1023], [-1.0533, 1.2150, -0.6044], [-1.3056, 1.5009, 1.1238], [-2.6978, 1.2597, 0.0506], [-1.9644, -1.1067, -0.3718], [-2.2527, -0.8397, 1.3492], [-0.1697, -2.1169, 0.9879], [0.2332, -0.5291, 1.7039], [2.0357, 0.1248, -2.1216], [3.4645, 0.0557, -1.0297], [2.5042, 1.5586, -1.1323]], "atomic_forces_ev_per_a": [[0.003, 0.051, -0.006], [-0.121, -0.032, -0.011], [0.003, -0.041, -0.086], [0.168, 0.214, 0.505], [0.222, 0.107, -0.202], [-0.350, -0.275, -0.137], [-0.114, -0.026, 0.125], [-0.052, -0.080, -0.115], [0.144, -0.050, 0.042], [0.037, 0.066, 0.134], [0.107, 0.026, -0.109], [0.010, 0.134, -0.072], [-0.027, -0.049, -0.153], [0.093, 0.053, 0.120], [-0.136, 0.046, 0.005], [0.012, -0.145, -0.038]]}

=====

(4)
{"formula": "C5H10O", "method": "ωB97M-V with the def2-TZVPD basis set", "orbital_gap_ev": 11.16, "e_lumo_ev": 1.0, "species": ["O", "C", "C", "C", "C", "C", "H", "H", "H", "H", "H", "H", "H", "H", "H", "H"], "positions_angstrom": [[1.8679, -0.1557, -1.0008], [0.4740, 0.1355, -1.0094], [0.1144, 1.2136, 0.0283], [-0.2278, 0.4149, 1.2876], [-1.0253, -0.7655, 0.7272], [-0.2562, -1.1456, -0.5506], [2.3263, 0.6178, -1.3513], [0.1693, 0.4352, -2.0231], [0.9377, 1.9213, 0.1673], [-0.7586, 1.7866, -0.3087], [-0.7692, 0.9894, 2.0454], [0.7004, 0.0466, 1.7387], [-1.1183, -1.5986, 1.4316], [-2.0427, -0.4380, 0.4754], [0.5132, -1.8933, -0.3321], [-0.9053, -1.5642, -1.3254]], "atomic_forces_ev_per_a": [[0.215, 0.167, -0.133], [-0.300, -0.025, -0.089], [-0.042, 0.030, 0.011], [0.032, -0.015, 0.068], [-0.084, -0.028, 0.015], [-0.034, -0.032, 0.011], [0.023, -0.148, 0.078], [0.060, -0.047, 0.166], [-0.077, -0.063, -0.027], [0.059, -0.113, 0.030], [0.071, -0.054, -0.120], [-0.094, 0.038, 0.005], [0.031, 0.116, -0.118], [0.139, -0.024, 0.038], [-0.091, 0.102, -0.021], [0.094, 0.096, 0.087]]}

=====

(5)
{"formula": "C5H10O", "method": "ωB97M-V with the def2-TZVPD basis set", "orbital_gap_ev": 9.13, "e_lumo_ev": 1.0, "species": ["C", "C", "C", "C", "C", "O", "H", "H", "H", "H", "H", "H", "H", "H", "H", "H"], "positions_angstrom": [[-0.3789, 1.6701, 0.3026], [0.3486, 0.3804, 0.6463], [-0.4889, -0.8738, 1.0417], [0.1939, -1.6009, -0.1214], [0.9884, -0.4611, -0.4488], [0.1381, -0.1887, -2.0702], [0.2861, 2.3897, -0.1888], [-1.2337, 1.4773, -0.3572], [-0.7746, 2.1392, 1.2098], [1.1219, 0.5860, 1.3982], [-0.2503, -1.2442, 2.0452], [-1.5776, -0.7478, 0.9739], [0.4961, -2.6442, -0.1693], [-0.3218, -1.0731, -1.3838], [1.9945, -0.3538, -0.8467], [-0.4298, 0.6002, -2.0895]], "atomic_forces_ev_per_a": [[-0.026, 0.027, -0.015], [0.023, 0.113, 0.007], [-0.164, 0.006, 0.157], [0.270, -0.166, 0.169], [0.094, -0.174, 0.231], [-0.321, 0.147, -0.131], [-0.090, -0.108, 0.070], [0.116, 0.034, 0.106], [0.056, -0.069, -0.120], [-0.088, -0.040, -0.096], [-0.032, 0.050, -0.144], [0.180, -0.013, 0.001], [-0.057, 0.157, -0.018], [0.088, 0.200, -0.168], [-0.181, -0.019, 0.027], [0.135, -0.144, -0.074]]}

=====

(6)
{"formula": "C5H10O", "method": "ωB97M-V with the def2-TZVPD basis set", "orbital_gap_ev": 9.71, "e_lumo_ev": 1.1, "species": ["C", "C", "O", "C", "C", "C", "H", "H", "H", "H", "H", "H", "H", "H", "H", "H"], "positions_angstrom": [[1.8884, -1.2021, 0.3362], [2.4490, -0.0421, 0.0218], [1.6663, 0.8751, -0.5932], [0.1906, 0.8037, -0.1106], [-0.9554, -0.2953, -0.1700], [-2.3324, 0.4130, -0.1001], [1.0340, -1.4764, -0.2623], [2.2794, -1.9035, 1.0441], [3.5003, 0.2110, 0.2015], [-0.1431, 1.6010, -0.7530], [0.2703, 1.1008, 0.9401], [-0.9087, -1.0086, 0.6662], [-0.9351, -0.8919, -1.0873], [-3.1587, -0.3105, -0.1604], [-2.4705, 0.9707, 0.8348], [-2.4643, 1.1168, -0.9291]], "atomic_forces_ev_per_a": [[0.520, -0.584, -0.124], [-0.329, -0.490, 0.282], [-1.647, -0.706, 0.155], [0.539, 0.639, -0.317], [0.398, 0.039, -0.226], [0.200, 0.098, -0.037], [-0.291, -0.095, 0.622], [0.525, -0.366, -0.143], [-0.560, 0.411, 0.112], [-0.424, 0.507, 0.166], [-0.017, 0.168, -0.233], [0.311, 0.316, -0.234], [0.177, 0.153, -0.006], [0.377, 0.073, 0.025], [0.153, -0.083, -0.149], [0.068, -0.079, 0.105]]}

=====

(7)
{"formula": "C5H10O", "method": "ωB97M-V with the def2-TZVPD basis set", "orbital_gap_ev": 10.29, "e_lumo_ev": 0.8, "species": ["C", "C", "C", "C", "C", "O", "H", "H", "H", "H", "H", "H", "H", "H", "H", "H"], "positions_angstrom": [[-1.6084, -0.4691, 0.4729], [-0.9034, 0.4945, -0.4637], [0.0723, 1.5320, 0.0529], [0.5610, 0.3753, -0.7834], [1.4500, -0.7243, -0.2633], [1.1734, -1.9979, -0.5327], [-1.7864, -1.4322, -0.0223], [-1.0231, -0.6583, 1.3818], [-2.5740, -0.0528, 0.7909], [-1.5178, 0.8120, -1.3084], [0.0767, 2.5295, -0.3856], [0.3030, 1.5070, 1.1190], [0.8543, 0.5985, -1.8136], [2.5148, -0.4120, -0.2134], [1.2592, -0.5988, 1.2364], [1.1485, -1.5034, 0.7324]], "atomic_forces_ev_per_a": [[0.024, 0.009, 0.019], [0.005, 0.008, -0.045], [-0.014, -0.006, 0.024], [-0.036, -0.073, -0.107], [0.097, 0.517, 0.406], [0.079, 0.304, 0.236], [0.032, 0.231, 0.118], [-0.118, 0.041, -0.198], [0.235, -0.092, -0.076], [0.182, -0.063, 0.211], [0.003, -0.293, 0.107], [-0.071, -0.015, -0.246], [-0.063, -0.050, 0.255], [-0.299, -0.161, -0.077], [0.056, -0.213, -0.758], [-0.112, -0.144, 0.132]]}

=====

(8)
{"formula": "C5H10O", "method": "ωB97M-V with the def2-TZVPD basis set", "orbital_gap_ev": 9.10, "e_lumo_ev": 0.6, "species": ["C", "C", "C", "C", "C", "O", "H", "H", "H", "H", "H", "H", "H", "H", "H", "H"], "positions_angstrom": [[1.8052, 0.1494, -0.1297], [0.2798, 0.3177, -0.2817], [-0.1127, 0.4876, -1.7489], [-0.2088, -0.9660, 0.2918], [-0.8868, -0.7976, 1.6031], [-2.0831, -0.6829, 0.7982], [2.0977, 0.0339, 0.9206], [2.3147, 1.0302, -0.5329], [2.1418, -0.7363, -0.6783], [-0.0375, 1.2110, 0.2856], [0.3713, 1.3719, -2.1803], [-1.1968, 0.6131, -1.8465], [0.1812, -0.3943, -2.3287], [-2.0640, -1.4637, 0.2069], [-0.9120, -1.6477, 2.2930], [-0.7943, 0.1497, 2.1486]], "atomic_forces_ev_per_a": [[0.155, -0.034, 0.041], [-0.090, -0.024, -0.058], [-0.002, 0.011, -0.066], [0.064, 0.262, 0.097], [0.120, -0.017, 0.159], [-0.124, -0.149, -0.124], [-0.008, 0.032, -0.158], [-0.086, -0.096, 0.061], [-0.015, 0.153, 0.071], [0.032, -0.171, -0.036], [-0.053, -0.121, 0.062], [0.178, -0.029, 0.030], [-0.020, 0.123, 0.096], [-0.215, 0.051, 0.150], [-0.008, 0.126, -0.196], [0.071, -0.117, -0.130]]}